1.
DFT (ωB97M-V/def2-TZVPD) results for a structure of composition C14H39N3O4Ti in a non-equilibrium geometry.

Properties
Molar mass = 361.3 g/mol
Kohn-Sham gap (spin up / spin down) = 4.3455 / 9.6291 eV
Energy above the lowest of the compared OMol25 structures with the same formula, charge and spin = 34.38 kJ/mol

```
! wB97M-V def2-TZVPD RIJCOSX def2/J DEFGRID3
* xyz 1 4
Ti -14.6183 -8.1028 8.5931
C -10.2417 -8.3342 8.5450
C -11.6470 -8.5178 9.0540
C -12.0424 -8.8095 10.5426
O -13.4827 -8.9271 10.6270
C -14.0081 -9.2678 11.9281
N -12.3295 -7.3634 8.5832
H -10.0640 -8.1461 7.4861
H -9.6853 -9.2439 8.7707
H -9.8261 -7.4847 9.0869
H -12.1360 -9.2752 8.4413
H -11.5875 -8.0679 11.1992
H -11.4609 -9.7015 10.7758
H -13.6239 -10.2283 12.2715
H -15.0836 -9.3736 12.0698
H -13.7536 -8.4583 12.6123
H -12.1277 -6.6141 9.2297
H -11.9903 -7.1600 7.6539
C -14.9222 -4.8085 5.8443
C -14.7603 -5.7623 6.9893
C -15.1374 -5.1366 8.3677
O -14.8167 -5.9774 9.4316
C -15.4221 -5.6176 10.6312
N -15.3604 -7.0355 6.6575
H -14.7155 -5.3161 4.9021
H -14.2923 -3.9282 5.9730
H -15.9640 -4.5298 5.6857
H -13.6725 -5.8210 7.0260
H -16.1975 -4.8900 8.4263
H -14.6027 -4.1936 8.4812
H -15.2475 -4.6106 11.0102
H -15.1639 -6.3036 11.4380
H -16.5013 -5.7079 10.5074
H -16.2562 -6.8977 6.2117
H -14.9204 -7.4118 5.8299
C -14.2433 -11.7531 8.4523
C -13.9289 -11.2285 7.0554
C -14.6221 -12.0264 5.9948
O -14.2344 -13.4240 6.0981
C -14.9004 -14.3357 5.2665
N -14.5046 -9.8684 6.9687
H -14.1519 -10.9846 9.2199
H -13.6203 -12.6202 8.6720
H -15.2604 -12.1413 8.5064
H -12.8476 -11.2375 6.9186
H -14.4277 -11.6936 4.9752
H -15.6703 -12.0614 6.2917
H -14.7826 -14.1025 4.2083
H -15.9454 -14.4397 5.5584
H -14.3778 -15.2857 5.3785
H -14.3737 -9.3557 6.1084
H -15.5062 -9.8925 6.8413
C -18.2747 -7.4125 9.1656
C -17.5287 -8.4139 10.1337
O -16.6076 -9.0911 9.3091
H -18.8193 -7.9097 8.3629
H -17.5899 -6.7211 8.6745
H -18.9284 -6.6775 9.6352
H -18.2601 -9.0953 10.5682
H -17.0116 -7.9486 10.9729
H -17.1499 -9.5661 8.6751
*
```



2.
DFT (ωB97M-V/def2-TZVPD) results for a cluster of 5 separate species, C26H38F6NO8S in total.

Properties
Molar mass = 638.6 g/mol
Kohn-Sham gap = 7.1405 eV

```
! wB97M-V def2-TZVPD RIJCOSX def2/J DEFGRID3
* xyz 1 1
O 1.7281 -0.9187 2.9940
C 1.2865 -1.5284 3.9195
O 1.5745 -1.3274 5.2062
C 0.2353 -2.6471 3.6965
F -0.0373 -3.2769 4.8347
F -0.9001 -2.0087 3.3074
C 0.6564 -3.7307 2.6306
F 0.8468 -4.8755 3.2835
F 1.8219 -3.4055 2.0289
C -0.3631 -4.0173 1.4892
F 0.0132 -5.1797 0.9426
F -1.5973 -4.1472 1.9763
C -0.3897 -3.0353 0.2668
O -0.8311 -3.3961 -0.7715
N 0.1899 -1.6740 0.3525
C 1.4716 -1.5283 -0.0212
C 2.0446 -0.2676 -0.0669
O 3.3244 -0.1494 -0.4838
C 1.2936 0.8448 0.2916
C -0.0348 0.6514 0.6809
S -1.1137 1.9720 1.0809
C -0.5738 -0.6187 0.7114
H 1.5441 -0.3777 5.4001
H 2.0376 -2.4009 -0.3114
H 3.8784 0.2284 0.2102
H 1.7126 1.8427 0.2289
H -0.3487 2.7976 1.8223
H -1.6008 -0.8091 0.9950
C 3.9658 1.3166 -4.8670
C 2.4610 1.4599 -5.0921
C 1.9605 1.6933 -3.6806
O 3.0085 2.3654 -2.9744
C 4.2123 2.3256 -3.7525
H 4.5657 1.5120 -5.7539
H 4.1957 0.3079 -4.5151
H 2.2555 2.3348 -5.7122
H 2.0003 0.5965 -5.5605
H 1.7609 0.7432 -3.1662
H 1.0544 2.2991 -3.6489
H 4.4036 3.3258 -4.1532
H 5.0442 2.0489 -3.1036
C 2.0452 4.2080 5.2184
C 2.6006 2.8315 4.8523
C 1.7213 2.4539 3.6676
O 1.3747 3.6741 3.0170
C 1.7300 4.7914 3.8482
H 2.7420 4.8228 5.7838
H 1.1306 4.1015 5.8050
H 3.6421 2.9151 4.5380
H 2.5508 2.1094 5.6672
H 0.7882 1.9671 3.9886
H 2.2181 1.8019 2.9460
H 2.6027 5.2850 3.4128
H 0.9023 5.4987 3.8614
C -5.5211 -2.3277 2.5915
C -5.1958 -0.9201 3.0971
C -3.8250 -0.6919 2.4840
O -3.7867 -1.4318 1.2604
C -4.9231 -2.3100 1.1890
H -6.5851 -2.5545 2.5875
H -5.0152 -3.0746 3.2070
H -5.9136 -0.2041 2.6930
H -5.1949 -0.8260 4.1810
H -3.0334 -1.0694 3.1378
H -3.6178 0.3591 2.2730
H -5.6268 -1.9114 0.4536
H -4.5899 -3.2922 0.8545
C -2.7459 -0.2635 -5.8559
C -1.8604 -1.2613 -6.5995
C -0.5193 -0.5409 -6.5994
O -0.4824 0.2371 -5.3969
C -1.7835 0.2774 -4.8075
H -3.6377 -0.7089 -5.4182
H -3.0595 0.5363 -6.5293
H -1.7902 -2.1948 -6.0370
H -2.2103 -1.4949 -7.6032
H -0.4298 0.1332 -7.4570
H 0.3319 -1.2231 -6.6062
H -1.7846 -0.3517 -3.9087
H -2.0060 1.3036 -4.5118
*
```